Entry 1:
Computed, not measured: a structure of composition C29H29Br5N2O2ReSb2, with the ωB97M-V functional and the def2-TZVPD basis.

Calculated values
Molar mass (g/mol): 1266.810
HOMO-LUMO gap (alpha / beta) (eV): 6.5 / 6.9
⟨S²⟩: 3.84
HOMO energy (alpha / beta) (eV): -7.056 / -7.761
Energy above the lowest of the compared OMol25 structures with the same formula, charge and spin (kJ/mol): 46.15

```
! RIJCOSX wB97M-V def2-TZVPD def2/J DEFGRID3
* xyz 0 4
Re -1.98 -0.33 -0.47
C 2.16 -2.81 -0.22
Sb 0.54 -1.71 0.62
C 0.16 -3.01 2.27
C 1.59 -0.20 1.75
C 3.05 -0.08 1.48
C 3.92 -1.01 2.05
C 5.28 -0.97 1.81
C 5.80 0.03 1.00
C 4.95 0.97 0.45
C 3.57 0.93 0.67
C 2.70 1.97 0.05
Sb 1.69 1.25 -1.71
C 3.44 1.28 -2.94
C 0.98 3.18 -2.29
H 2.92 -3.01 0.52
H 2.60 -2.24 -1.04
H 1.76 -3.74 -0.61
H 1.11 -3.30 2.72
H -0.38 -3.89 1.94
H -0.45 -2.48 3.00
H 1.42 -0.49 2.78
H 1.05 0.73 1.58
H 3.52 -1.78 2.69
H 5.94 -1.70 2.26
H 6.86 0.09 0.81
H 5.35 1.77 -0.16
H 3.31 2.83 -0.28
H 1.94 2.35 0.73
H 3.65 2.29 -3.28
H 3.31 0.63 -3.81
H 4.29 0.91 -2.36
H 1.76 3.92 -2.13
H 0.11 3.45 -1.69
H 0.71 3.18 -3.34
Br -6.13 -5.89 -0.98
C -5.03 -4.51 -0.32
C -4.85 -4.35 1.06
Br -5.66 -5.53 2.28
C -4.05 -3.31 1.54
Br -3.77 -3.00 3.38
C -3.43 -2.45 0.65
O -2.69 -1.41 1.04
C -3.59 -2.64 -0.73
O -2.96 -1.75 -1.52
C -4.40 -3.64 -1.21
Br -4.59 -3.80 -3.08
Br -0.84 -0.45 -6.15
C -1.43 0.56 -4.68
C -1.87 1.87 -4.84
C -2.26 2.58 -3.72
C -2.20 1.96 -2.48
N -1.79 0.69 -2.34
C -1.42 -0.01 -3.42
H -1.89 2.32 -5.82
H -2.61 3.60 -3.79
H -2.47 2.47 -1.56
H -1.11 -1.03 -3.26
N -1.45 1.11 0.50
C -1.48 1.75 1.72
C -1.62 1.02 2.90
C -1.59 1.68 4.12
C -1.45 3.06 4.18
C -1.33 3.79 3.00
C -1.34 3.14 1.78
H -1.78 -0.05 2.84
H -1.70 1.11 5.04
H -1.43 3.56 5.13
H -1.22 4.86 3.04
H -1.22 3.70 0.86
*
```


Entry 2:
Computed, not measured: a structure of composition C20H29N3O4PdS, with the ωB97M-V functional and the def2-TZVPD basis.

Calculated values
Molar mass (g/mol): 513.956
HOMO-LUMO gap (eV): 7.2
HOMO energy (eV): -6.947

```
! RIJCOSX wB97M-V def2-TZVPD def2/J DEFGRID3
* xyz 0 1
Pd 1.59 0.55 0.25
C 1.79 -1.24 -3.65
C 1.68 -1.10 -2.14
O 1.81 0.10 -1.71
C 1.50 -2.24 -1.39
C 1.46 -2.33 0.04
C 1.22 -3.67 0.67
N 1.64 -1.31 0.81
N 1.60 -1.48 2.19
C 1.53 -0.34 2.80
O 1.52 0.82 2.21
C 1.47 -0.34 4.28
C 1.42 0.88 4.96
C 1.37 0.90 6.35
C 1.36 -0.29 7.06
C 1.41 -1.51 6.39
C 1.46 -1.53 5.00
H 1.68 -0.26 -4.11
H 1.03 -1.91 -4.03
H 2.76 -1.64 -3.93
H 1.39 -3.17 -1.93
H 1.01 -4.42 -0.10
H 0.39 -3.61 1.37
H 2.09 -3.98 1.25
H 1.43 1.79 4.39
H 1.33 1.84 6.87
H 1.32 -0.28 8.15
H 1.40 -2.44 6.94
H 1.50 -2.46 4.46
C 2.23 3.03 -2.63
S 0.96 3.16 -1.37
C 0.98 4.93 -1.14
O 1.61 2.66 -0.10
H 1.79 3.33 -3.59
H 2.51 1.98 -2.65
H 3.08 3.66 -2.37
H 0.65 5.41 -2.07
H 1.99 5.24 -0.88
H 0.29 5.16 -0.34
O -1.20 0.45 0.28
C -2.03 0.45 -0.61
C -1.65 0.44 -2.08
C -2.05 -0.86 -2.79
C -3.51 -0.92 -3.24
C -4.53 -0.89 -2.10
C -4.46 0.39 -1.27
N -3.36 0.42 -0.32
H -0.57 0.55 -2.10
H -2.10 1.30 -2.59
H -1.81 -1.71 -2.15
H -1.42 -0.96 -3.68
H -3.66 -1.82 -3.84
H -3.71 -0.07 -3.90
H -4.37 -1.75 -1.44
H -5.53 -0.99 -2.52
H -5.37 0.51 -0.69
H -4.39 1.25 -1.94
H -3.56 0.35 0.66
*
```